(1)
The following is a quantum chemistry calculation of C21H37ClF2O3SiTa as an isolated structure in a non-equilibrium geometry, from the OMol25 dataset.

Structure (XYZ):
```
66
Properties=species:S:1:pos:R:3:lowdin_charge:R:1
C -4.56 -4.12 -0.12 -0.157
C -3.67 -2.87 0.14 -0.366
C -2.44 -2.88 -0.80 -0.816
Cl -1.67 -4.53 -0.89 0.507
Ta -0.87 -1.26 -0.35 1.717
C -1.92 -0.51 1.55 -0.301
C -1.20 0.68 2.24 -0.268
O -0.98 0.41 3.65 -0.057
C 0.20 0.92 4.10 -0.519
C 0.13 2.11 5.04 0.011
O 1.28 0.45 3.80 0.095
C 0.54 -2.67 0.80 -0.342
C -0.14 -3.42 1.97 -0.507
C 0.19 -2.79 3.34 -0.060
O 0.41 -4.76 2.00 -0.105
C -1.89 0.32 -1.73 -0.605
F -2.68 -0.26 -2.71 -0.050
F -2.80 1.06 -0.95 -0.069
C -0.98 1.36 -2.39 -0.232
C -0.48 2.38 -1.35 -0.266
Si 1.28 3.02 -1.53 0.604
C 1.34 4.80 -2.20 -0.191
C 2.01 3.14 0.23 -0.171
C 2.46 1.95 -2.53 -0.242
C 3.46 2.59 -3.24 -0.121
C 4.40 1.91 -3.97 -0.108
C 4.34 0.54 -4.00 -0.114
C 3.36 -0.13 -3.33 -0.086
C 2.45 0.57 -2.59 -0.107
H -4.49 -4.34 -1.19 0.054
H -5.61 -3.93 0.08 0.059
H -4.19 -4.99 0.42 0.049
H -4.27 -2.00 -0.13 0.098
H -3.38 -2.87 1.19 0.070
H -2.82 -2.69 -1.81 0.021
H 0.05 -1.79 -1.88 -0.092
H 0.47 0.02 -0.11 -0.071
H -2.02 -1.26 2.33 0.031
H -2.94 -0.15 1.37 0.037
H -0.23 0.86 1.78 0.052
H -1.77 1.61 2.11 0.113
H 0.87 2.84 4.70 0.083
H 0.43 1.82 6.05 0.082
H -0.85 2.58 5.07 0.077
H 1.33 -2.05 1.23 0.025
H 1.03 -3.37 0.11 0.025
H -1.22 -3.53 1.83 0.086
H 0.36 -3.62 4.03 0.073
H 1.12 -2.22 3.31 0.067
H -0.62 -2.20 3.75 0.059
H 1.29 -4.64 2.37 0.070
H -0.20 0.89 -2.99 0.080
H -1.63 1.90 -3.10 0.109
H -0.60 2.03 -0.32 0.027
H -1.14 3.25 -1.42 0.074
H 0.66 5.44 -1.64 0.026
H 2.34 5.19 -2.01 0.016
H 1.13 4.86 -3.27 0.028
H 2.82 3.87 0.21 0.020
H 1.25 3.38 0.97 0.020
H 2.46 2.17 0.44 0.028
H 3.53 3.67 -3.21 0.086
H 5.17 2.47 -4.47 0.099
H 5.09 0.01 -4.58 0.100
H 3.32 -1.21 -3.37 0.109
H 1.69 0.01 -2.06 0.038
```

Calculated values
DFT total energy = -55903.285 eV
Gap between HOMO and LUMO = 0.283 hartree
Maximum force = 2.6 eV/Å
Charge = -1



(2)
The following is a quantum chemistry calculation of a 9-piece molecular cluster, C26H54N2O11PS overall in a non-equilibrium geometry, from the OMol25 dataset.

Structure (XYZ):
```
95
Properties=species:S:1:pos:R:3:lowdin_charge:R:1
N -3.62 -1.28 1.14 0.019
C -4.37 -1.79 0.02 -0.358
C -4.09 -3.27 -0.31 -0.686
O -4.65 -3.68 -1.35 -0.064
O -3.36 -3.91 0.45 -0.027
N -4.18 -0.99 -1.20 -0.345
O -5.42 -0.59 -1.76 -0.092
P -3.11 0.33 -1.05 0.331
S -1.22 -0.13 -0.86 0.123
H -2.92 -1.95 1.42 0.067
H -4.23 -1.15 1.93 0.069
H -5.43 -1.72 0.27 0.139
H -5.50 -1.13 -2.55 0.070
H -3.27 0.98 -2.28 -0.031
H -3.55 1.23 -0.06 -0.036
C -1.08 -8.60 1.79 -0.034
C -1.85 -7.70 2.73 -0.509
O -1.86 -7.92 3.92 0.045
C -2.58 -6.54 2.12 -0.030
H -0.60 -9.39 2.35 0.072
H -1.76 -9.04 1.06 0.081
H -0.32 -8.02 1.26 0.081
H -3.32 -6.89 1.40 0.091
H -1.88 -5.88 1.60 0.082
H -3.08 -5.97 2.89 0.082
C 2.26 -2.92 1.22 -0.022
C 2.37 -1.69 0.35 -0.490
O 1.44 -1.28 -0.29 -0.017
C 3.70 -0.97 0.34 -0.020
H 1.25 -3.32 1.13 0.086
H 2.98 -3.67 0.89 0.064
H 2.46 -2.67 2.26 0.077
H 4.48 -1.64 -0.03 0.082
H 3.95 -0.63 1.34 0.079
H 3.63 -0.11 -0.32 0.039
C 1.99 2.11 2.22 -0.009
C 2.96 2.62 1.18 -0.487
O 3.98 2.00 0.92 0.041
C 2.62 3.91 0.49 -0.015
H 2.36 1.18 2.64 0.077
H 1.88 2.85 3.02 0.081
H 1.02 1.93 1.75 0.086
H 2.54 4.71 1.22 0.084
H 1.67 3.81 -0.04 0.077
H 3.40 4.15 -0.23 0.076
C -8.90 -3.07 -3.05 -0.026
C -7.61 -2.69 -3.73 -0.507
O -7.43 -1.56 -4.15 0.049
C -6.57 -3.76 -3.86 -0.031
H -9.57 -2.21 -3.02 0.075
H -9.39 -3.88 -3.60 0.078
H -8.70 -3.40 -2.03 0.087
H -6.96 -4.60 -4.45 0.081
H -6.27 -4.11 -2.86 0.063
H -5.69 -3.35 -4.36 0.086
C -1.27 6.75 0.97 -0.022
C -0.97 5.27 1.00 -0.499
O -0.64 4.67 0.01 0.068
C -1.11 4.57 2.33 -0.018
H -1.13 7.12 -0.05 0.070
H -2.30 6.94 1.27 0.088
H -0.59 7.28 1.63 0.073
H -2.13 4.67 2.70 0.084
H -0.42 5.02 3.06 0.083
H -0.87 3.52 2.22 0.072
C 5.16 -6.19 3.66 -0.023
C 5.15 -5.11 2.61 -0.499
O 4.58 -4.06 2.79 0.062
C 5.89 -5.39 1.32 -0.022
H 4.59 -5.86 4.52 0.082
H 4.70 -7.10 3.26 0.085
H 6.18 -6.41 3.96 0.082
H 5.46 -6.26 0.83 0.086
H 6.95 -5.57 1.53 0.083
H 5.81 -4.53 0.66 0.076
C 4.10 1.48 -2.47 -0.022
C 4.09 2.56 -3.53 -0.500
O 3.51 3.60 -3.37 0.067
C 4.85 2.26 -4.80 -0.031
H 3.52 1.81 -1.61 0.058
H 3.65 0.57 -2.86 0.096
H 5.12 1.28 -2.15 0.094
H 4.44 1.38 -5.29 0.083
H 5.91 2.09 -4.57 0.080
H 4.77 3.12 -5.47 0.076
C 2.49 10.10 0.28 -0.025
C 1.03 9.74 0.08 -0.503
O 0.27 9.65 1.01 0.058
C 0.58 9.50 -1.34 -0.023
H 2.68 10.24 1.35 0.079
H 3.12 9.29 -0.08 0.086
H 2.72 11.02 -0.25 0.083
H 1.14 8.67 -1.77 0.091
H 0.74 10.40 -1.94 0.083
H -0.48 9.25 -1.34 0.076
```

Calculated values
DFT total energy = -73464.961 eV
Gap between HOMO and LUMO = 0.246 hartree
Maximum force = 1.4 eV/Å
Charge = -1



(3)
The following is a quantum chemistry calculation of C4H10N3O as an isolated structure in a non-equilibrium geometry, from the OMol25 dataset.

Structure (XYZ):
```
18
Properties=species:S:1:pos:R:3:lowdin_charge:R:1
C 2.97 0.90 0.19 -0.037
C 1.67 1.54 0.41 0.066
C 1.07 0.36 0.43 0.081
C 0.96 -2.11 0.36 0.046
N 2.81 -0.44 0.00 0.137
N 1.49 -0.81 0.00 -0.113
N -3.30 0.74 -1.07 0.025
O -1.43 0.10 0.43 0.020
H 3.97 1.43 0.25 0.161
H 1.58 2.59 0.63 0.129
H -3.45 -0.21 -0.81 0.033
H -0.07 -1.90 0.35 0.065
H 1.26 -2.74 -0.51 0.128
H 1.29 -2.57 1.26 0.099
H -3.15 0.81 -2.10 0.081
H -1.88 0.79 -0.07 0.011
H -4.18 1.22 -1.05 0.044
H -1.62 0.30 1.29 0.023
```

Calculated values
DFT total energy = -10815.835 eV
Gap between HOMO and LUMO = 0.299 hartree
Maximum force = 4.3 eV/Å
Charge = +1
ΔE to the lowest compared entry with this formula, charge and spin = 128.43 kcal per mole



(4)
The following is a quantum chemistry calculation of a 2-piece molecular cluster, C6H14N2O2 overall in a non-equilibrium geometry, from the OMol25 dataset.

Structure (XYZ):
```
24
Properties=species:S:1:pos:R:3:lowdin_spin:R:1
C -2.07 1.69 -1.87 0.098
C 0.95 2.81 0.14 0.061
C -0.69 1.62 -1.35 0.259
O 0.19 0.81 -1.74 0.170
N -0.36 2.63 -0.37 0.043
H -2.76 1.56 -1.08 0.020
H -2.30 0.84 -2.59 0.009
H -1.03 3.40 -0.27 0.029
H 0.93 3.15 1.18 0.017
H -2.29 2.59 -2.47 0.093
H 1.51 1.88 0.08 0.010
H 1.54 3.51 -0.48 0.028
C 1.54 -2.67 -0.43 0.026
C -0.58 -0.77 2.18 0.052
C 0.13 -1.89 1.38 0.023
O -0.04 -3.00 1.83 0.006
N 0.97 -1.57 0.31 0.010
H 0.91 -0.61 -0.04 0.004
H 0.98 -3.63 -0.07 0.001
H -1.40 -0.50 1.52 0.006
H 1.09 -2.63 -1.54 0.003
H 2.61 -3.02 -0.41 0.004
H -1.05 -1.14 3.14 0.009
H 0.04 0.01 2.45 0.018
```

Calculated values
Spin multiplicity = 2
DFT total energy = -13522.467 eV
Gap between HOMO and LUMO (spin up / spin down) = 0.082 / 0.315 hartree
Maximum force = 4.4 eV/Å
Charge = -1
ΔE to the lowest compared entry with this formula, charge and spin = 52.96 kcal per mole



(5)
The following is a quantum chemistry calculation of C42H35N3OP2RuS as an isolated structure in a non-equilibrium geometry, from the OMol25 dataset.

Structure (XYZ):
```
85
Properties=species:S:1:pos:R:3:lowdin_spin:R:1
Ru -0.03 0.44 -1.58 0.844
O -3.10 -0.91 -1.52 -0.013
S -2.09 -0.63 -0.50 -0.015
C -2.70 0.68 0.52 -0.002
C -4.06 0.86 0.63 -0.001
C -4.52 1.90 1.43 -0.001
C -3.62 2.71 2.10 -0.001
C -2.25 2.53 1.94 -0.002
C -1.78 1.51 1.13 -0.004
P -0.03 1.25 0.79 -0.003
C 0.58 0.13 2.06 0.002
C 1.97 0.01 2.23 0.000
C 2.47 -0.84 3.20 0.000
C 1.60 -1.57 4.01 -0.001
C 0.23 -1.43 3.86 0.000
C -0.28 -0.58 2.89 0.000
C 0.83 2.80 1.12 -0.002
C 1.22 3.64 0.09 0.000
C 1.84 4.85 0.37 0.000
C 2.05 5.22 1.69 0.000
C 1.67 4.38 2.73 0.000
C 1.07 3.16 2.45 0.000
C -2.02 -2.05 0.57 -0.003
C -2.95 -2.06 1.61 -0.001
C -3.11 -3.20 2.37 0.000
C -2.35 -4.32 2.10 0.000
C -1.43 -4.31 1.06 0.000
C -1.23 -3.16 0.28 -0.001
P -0.21 -3.48 -1.19 -0.001
C 0.74 -1.92 -1.58 -0.008
C 0.85 -1.57 -2.93 0.051
C 1.73 -0.58 -3.34 0.040
C 2.54 0.07 -2.39 -0.004
C 2.48 -0.30 -1.05 0.036
C 1.59 -1.30 -0.65 0.013
C 1.23 -4.40 -0.57 -0.001
C 1.73 -4.27 0.73 0.000
C 2.91 -4.91 1.08 0.000
C 3.58 -5.70 0.15 -0.001
C 3.08 -5.84 -1.14 0.000
C 1.90 -5.19 -1.50 -0.001
H -4.75 0.22 0.09 0.000
H -5.59 2.08 1.52 0.000
H -3.98 3.51 2.74 0.000
H -1.55 3.20 2.43 0.000
H 2.65 0.60 1.63 0.000
H 3.54 -0.92 3.34 0.000
H 2.00 -2.23 4.77 0.000
H -0.44 -1.97 4.51 0.000
H -1.35 -0.45 2.81 0.000
H 1.06 3.35 -0.94 0.000
H 2.14 5.51 -0.43 0.000
H 2.53 6.17 1.91 0.000
H 1.84 4.67 3.75 0.000
H 0.80 2.50 3.27 0.000
H -3.56 -1.19 1.82 0.000
H -3.85 -3.21 3.16 0.000
H -2.49 -5.23 2.68 0.000
H -0.87 -5.21 0.84 0.000
H 0.26 -2.09 -3.67 0.002
H 1.80 -0.32 -4.39 0.001
H 3.26 0.81 -2.71 -0.001
H 3.16 0.15 -0.34 0.001
H 1.57 -1.61 0.39 0.000
H 1.21 -3.67 1.47 0.000
H 3.31 -4.81 2.08 0.000
H 4.47 -6.24 0.43 0.000
H 3.59 -6.46 -1.86 0.000
H 1.49 -5.33 -2.49 0.000
N -3.76 5.45 -3.07 0.000
C -2.74 4.92 -3.13 0.000
C -1.48 4.24 -3.20 0.000
C -0.41 4.77 -3.92 0.000
C 0.78 4.05 -3.96 0.000
C 0.87 2.85 -3.29 -0.002
N -0.17 2.34 -2.60 -0.007
C -1.32 3.03 -2.55 -0.001
H -0.51 5.71 -4.44 0.000
H 1.64 4.42 -4.51 0.000
H 1.78 2.27 -3.30 0.000
H -2.13 2.61 -1.98 0.000
N -1.53 0.03 -3.32 0.083
H -2.48 0.23 -2.99 0.001
H -1.56 -0.95 -3.59 0.003
H -1.37 0.57 -4.17 0.003
```

Calculated values
Spin multiplicity = 2
DFT total energy = -82608.089 eV
Gap between HOMO and LUMO (spin up / spin down) = 0.204 / 0.224 hartree
Maximum force = 2.2 eV/Å
Charge = +3
ΔE to the lowest compared entry with this formula, charge and spin = 0.00 kcal per mole



(6)
The following is a quantum chemistry calculation of one molecule with the formula C10H11N3O in a non-equilibrium geometry, from the OMol25 dataset.

Structure (XYZ):
```
25
Properties=species:S:1:pos:R:3:lowdin_charge:R:1
C -3.46 -0.96 -0.47 -0.293
C -3.31 0.25 0.49 -0.169
C -0.91 0.97 0.07 -0.297
C -0.08 2.10 -0.15 -0.063
C 1.80 0.83 -0.04 -0.209
C 3.22 0.61 -0.16 -0.022
C 3.78 -0.64 -0.05 -0.096
C 2.91 -1.74 0.15 -0.081
C 1.52 -1.60 0.19 -0.016
C 0.95 -0.31 0.10 -0.201
H -1.70 -1.75 -0.06 0.045
H -4.49 -1.27 -0.31 0.107
H -3.46 -0.60 -1.51 0.114
H -4.28 0.85 0.43 0.141
H -3.20 -0.15 1.51 0.124
H -2.58 2.16 0.10 0.119
H -0.58 3.06 -0.22 0.110
H 3.83 1.48 -0.25 0.100
H 4.86 -0.81 -0.18 0.112
H 3.35 -2.76 0.24 0.112
H 0.83 -2.44 0.26 0.108
N -2.27 1.21 0.17 0.028
N 1.22 2.06 -0.20 0.131
N -0.41 -0.22 0.23 0.164
O -2.61 -2.03 -0.28 -0.068
```

Calculated values
DFT total energy = -17066.154 eV
Gap between HOMO and LUMO = 0.308 hartree
Maximum force = 1.8 eV/Å
Structure (SMILES) = OCCNc1cnc2ccccc2n1
ΔE to the lowest compared entry with this formula, charge and spin = 4.05 kcal per mole